[1]
A cluster of 2 separate species, C3H12N6 in total at a distorted geometry. Source: the OMol25 dataset; level of theory: wB97M-V/def2-TZVPD.

Properties
ΔE to the lowest compared entry with this formula, charge and spin, kcal/mol: 13.3
Strongest force on any atom, eV Å⁻¹: 6.450
Spin multiplicity: 3
HOMO level (alpha / beta), eV: -15.10 / -17.97
DFT total energy, eV: -12223.1264
Gap between HOMO and LUMO (alpha / beta), eV: 8.449 / 5.642
Total charge: +2
⟨S²⟩: 2.02

```
21
C3H12N6, DFT wB97M-V/def2-TZVPD
N 0.9548 -2.2100 -2.2328
N 0.3133 -1.3779 -1.5377
N 1.7112 -2.5475 -0.2012
N 1.8048 -2.9075 -1.5404
N -1.2074 0.7528 -0.2070
N -1.3275 3.5040 0.0988
C -0.2812 0.4865 0.9165
C 0.1982 -1.0111 1.0699
C 0.7541 -1.5580 -0.2076
H -0.3277 3.8558 0.1476
H 0.5097 1.1577 0.9077
H -0.8427 0.6119 1.8927
H -0.5845 -1.6305 1.4107
H 2.4271 -3.5953 -1.9508
H -1.3869 2.4467 0.2343
H -0.5557 0.7249 -0.9780
H -1.8006 4.0651 0.7791
H 2.3229 -2.9853 0.4863
H -1.9522 0.0285 -0.1776
H 0.9012 -1.1630 1.9630
H -1.6309 3.3524 -0.8735
```

These are the natural (NBO) partial charges, in e, on atoms 1 to 4: number 1, N, carries 0.01; number 2, N, carries -0.12; number 3, N, carries -0.35; number 4, N, carries -0.02

=====

[2]
A structure of composition C20H26N2O2SiSr at a distorted geometry. Source: the OMol25 dataset; level of theory: wB97M-V/def2-TZVPD.

Properties
ΔE to the lowest compared entry with this formula, charge and spin, kcal/mol: 77.2
Strongest force on any atom, eV Å⁻¹: 3.032
HOMO level (alpha / beta), eV: -5.01 / -3.37
DFT total energy, eV: -36944.3537
Gap between HOMO and LUMO (alpha / beta), eV: 5.245 / 3.669

```
52
C20H26N2O2SiSr, DFT wB97M-V/def2-TZVPD
Sr -2.0593 -0.4727 1.4104
Si 0.6764 -0.6349 -1.6543
O 0.0691 -1.3695 5.2602
O -0.6647 -1.4315 3.0570
N -3.1807 -1.2307 3.8246
N -2.1083 -1.3944 4.7874
C -0.3521 1.3897 -3.3848
C -2.4176 2.5793 -2.9744
C -1.9418 2.4013 1.4154
C -1.9885 0.4478 -1.9019
C 2.1336 -0.9112 -2.7547
C -0.6763 0.4146 -2.4189
C 3.6189 -2.3358 -4.0276
C 0.1222 1.4834 1.8030
C 4.2280 -0.0367 -3.6541
C 2.4485 -2.1755 -3.2698
C -2.8523 1.5164 -2.1764
C -0.8525 -1.3964 4.3042
C 3.0407 0.1528 -2.9444
C 4.4763 -1.2579 -4.2815
C 1.4935 -1.3163 4.8865
C -0.7098 2.0760 0.8157
C -0.5971 1.4930 3.0361
C -1.8756 2.0670 2.7874
C -0.3677 -1.9252 -0.5956
C -1.1875 2.4912 -3.6183
H 0.1135 -2.8568 -0.9754
H 1.9479 -2.1784 5.3570
H 5.3556 -1.3951 -4.9186
H -3.9774 -0.8204 4.3330
H -3.5008 -2.1832 3.6064
H -2.3718 -0.4038 -1.3236
H -0.1550 1.3280 4.0189
H 1.7765 -3.0117 -3.0695
H 4.9837 0.7515 -3.6763
H -0.2350 -1.9598 0.5127
H 1.4146 0.7621 -1.1595
H 1.1514 1.1597 1.6653
H -2.7858 2.8711 0.9006
H -1.4401 -2.0086 -0.9214
H -3.0169 3.4909 -3.0484
H -0.3863 2.3122 -0.1968
H 0.5807 1.3296 -3.9531
H -2.6278 2.2381 3.5534
H 1.8760 -0.4013 5.3245
H -3.8598 1.5147 -1.7452
H 2.8290 1.1237 -2.4988
H -2.2762 -1.1739 5.7677
H 3.8717 -3.3281 -4.3834
H 1.4416 0.2662 -0.4325
H 1.6615 -1.3436 3.8099
H -0.8463 3.2934 -4.2777
```

These are the natural (NBO) partial charges, in e, on atoms 1 to 4: number 1, Sr, carries 1.02; number 2, Si, carries 1.40; number 3, O, carries -0.50; number 4, O, carries -0.79